Record 1
{
  "formula": "C40H42Cl3N7O4PmS4",
  "method": "ωB97M-V/def2-TZVPD",
  "elements": ["H", "C", "H", "N", "N", "C", "H", "C", "C", "H", "C", "O", "C", "N", "C", "H", "Cl", "C", "H", "C", "C", "H", "H", "H", "Cl", "C", "C", "H", "C", "C", "H", "H", "C", "C", "H", "C", "H", "C", "H", "H", "H", "Pm", "C", "C", "H", "H", "H", "H", "S", "H", "C", "H", "N", "C", "N", "H", "H", "H", "C", "S", "S", "H", "H", "C", "C", "H", "H", "C", "C", "C", "H", "H", "H", "C", "C", "C", "Cl", "C", "H", "C", "H", "H", "N", "H", "H", "O", "C", "O", "H", "C", "S", "C", "H", "H", "O", "N", "C", "C", "C", "C", "H"],
  "positions_angstrom": [[-1.3292, 5.1008, 0.7919], [-0.5112, -1.8857, -2.1082], [-3.6130, -1.0748, -3.3360], [-2.7719, -4.0208, 2.6596], [0.4680, 1.6251, 1.3818], [1.3519, 3.5972, 1.9408], [2.1918, 1.6868, 2.6447], [3.9133, 7.3375, 1.4270], [-2.1355, -0.1673, -1.2924], [2.2620, 8.6076, 0.9005], [-2.5496, 3.7689, -3.6288], [-0.9232, -4.1774, -4.9966], [1.4701, 2.2460, 2.0793], [-1.6103, -2.3301, 1.5131], [-2.1734, -2.8000, 2.5916], [3.2709, -7.6531, 0.4438], [-3.6625, 3.1224, -4.7798], [-2.0302, 5.3830, -1.9381], [1.9469, 4.3963, 2.3304], [-3.8640, -4.3218, 3.5619], [3.3290, 0.9380, -0.1303], [-3.3860, 1.1032, -2.5080], [0.7484, -3.3569, -2.9987], [3.8631, -6.5586, 2.5779], [-2.5288, 6.7475, -1.0117], [0.2746, -4.9203, -4.9790], [-1.3065, 3.1766, -3.4557], [-3.4814, 1.3951, -0.7644], [2.8821, 7.7644, 0.6593], [-2.9141, 4.8768, -2.8796], [0.1633, 5.8651, 1.3627], [-2.6925, -5.9990, 2.0577], [1.9268, -2.5516, 2.7482], [-0.2201, -2.8823, -3.0765], [-3.8763, 5.3437, -3.0223], [1.8610, -4.1597, 1.2098], [-3.2549, -4.9049, 0.7890], [-1.1103, -3.2209, -4.0672], [-1.1113, 2.4610, 0.2347], [-4.2747, -0.0193, -1.4674], [1.1476, -4.2755, -5.1223], [0.2766, -0.8504, 0.8278], [2.0619, -6.0314, -0.2526], [0.2026, 5.3797, -0.7402], [1.8255, -6.5249, -1.1819], [1.4132, 8.2783, -1.6486], [-1.8509, -3.7104, 4.9642], [-4.0621, -3.4826, 4.2196], [4.7031, 5.9635, 0.7553], [-2.3270, -0.2319, 2.6924], [-3.4019, 0.6273, -1.5304], [0.3815, -5.4797, -4.0435], [1.4302, -2.9107, 1.5793], [-0.2411, 5.0822, 0.7184], [2.7096, -0.1955, 0.0208], [4.2740, 7.7486, 2.3486], [-1.5330, -4.9495, 1.2511], [-0.7127, -2.3624, 5.1469], [-1.9757, -0.6203, 3.6544], [1.6450, -1.0132, 3.3799], [5.0251, 0.8309, -0.3452], [-1.8188, -2.9175, 0.7002], [-2.5369, -0.1370, 4.4576], [3.2148, -6.0663, 1.8715], [4.8887, -0.8747, -0.2482], [2.8438, 1.8957, -0.1161], [-4.7746, -4.5288, 2.9918], [1.5561, -4.7725, -0.0025], [2.8822, -6.6725, 0.6724], [3.6026, 5.9731, -0.5848], [-3.0339, -2.8413, -4.9263], [3.2350, -2.2488, -0.0087], [1.7373, 6.7071, -2.4224], [1.5524, 7.2108, -1.4667], [-2.6585, -1.5687, -3.2554], [-0.2423, 2.6021, 0.8480], [3.7581, 4.7921, -1.8221], [2.6995, -4.8075, 2.1372], [-1.0284, 2.3215, -4.0513], [-0.7724, 4.8072, -1.7476], [-3.6328, -5.2053, 4.1607], [0.9547, -4.2285, -0.7181], [0.2555, 3.8096, 1.1589], [5.7519, -1.5052, -0.3259], [0.5376, 3.2434, -2.3998], [-1.4544, 0.1351, -0.2784], [2.6924, 6.9888, -0.5158], [0.3616, -1.6342, -1.2000], [0.1988, -5.6185, -5.8107], [-2.5550, -5.0084, 1.6256], [2.9310, -3.7662, 3.5270], [-1.7633, -2.6284, 4.9821], [-0.9076, -0.3839, 3.7920], [-2.3581, -2.2424, 5.8095], [0.3275, 6.7772, -0.9030], [-2.2359, -2.0444, 3.7368], [3.5919, -1.2335, -0.0656], [-2.3534, -2.5481, -4.1455], [-1.7783, -1.1966, -2.2088], [-0.4328, 3.7025, -2.5209], [1.1798, 4.9019, -0.8857]],
  "multiplicity": 5,
  "total_charge": 1,
  "de_lowest_kcal_mol": 0.00,
  "homo_lumo_gap_ev": [7.70, 7.72],
  "s2": 6.004
}



Record 2
{
  "formula": "C11H7AuF6NO4SSe4",
  "method": "ωB97M-V/def2-TZVPD",
  "elements": ["F", "C", "C", "C", "S", "Au", "C", "O", "C", "C", "F", "F", "F", "Se", "H", "N", "H", "C", "H", "H", "H", "Se", "F", "O", "Se", "Se", "H", "O", "C", "C", "F", "H", "C", "O", "C"],
  "positions_angstrom": [[-1.3546, 2.7489, 0.2825], [0.8795, 2.9478, -0.5716], [-0.5723, -4.5464, -1.0233], [-2.1194, -2.9776, -0.1788], [-3.6944, -2.1983, 0.1936], [1.0932, 0.4561, 1.4297], [0.4729, -3.7891, -0.5653], [-4.2521, -1.6309, -1.0096], [1.8274, 2.4557, -1.7207], [-0.5971, 2.4325, -0.7854], [1.9699, 1.1142, -1.7267], [-0.6154, 1.0762, -0.9001], [-1.2229, 2.9244, -1.8927], [3.2021, 1.0128, 4.6553], [0.5358, 4.9214, -1.4924], [-2.9516, -0.9848, 1.1176], [1.4946, -4.1443, -0.7074], [-1.8923, -4.1584, -0.8330], [1.8975, 4.8414, -0.3455], [-0.3817, -5.5130, -1.5253], [0.1889, 4.8508, 0.2193], [3.4752, 0.7334, 0.9362], [3.0658, 3.0054, -1.5682], [-4.4826, -3.0029, 1.0981], [1.0376, 0.5342, 4.2117], [4.4772, -0.1066, 2.8046], [1.0492, -1.9851, 0.5025], [-0.9181, -0.2132, 1.8117], [0.2436, -2.6081, 0.1295], [-1.0725, -2.2045, 0.3528], [1.3549, 2.8109, -2.9455], [-2.7582, -4.7597, -1.1510], [0.8792, 4.4875, -0.5483], [1.3654, 2.5252, 0.6121], [-1.6244, -1.0558, 1.1336]],
  "multiplicity": 3,
  "total_charge": -1,
  "homo_lumo_gap_ev": [7.06, 5.51],
  "s2": 2.020
}



Record 3
{
  "formula": "C3H6N2",
  "method": "ωB97M-V/def2-TZVPD",
  "elements": ["H", "C", "H", "H", "C", "N", "H", "N", "H", "H", "C"],
  "positions_angstrom": [[-0.3547, -2.0044, 0.1033], [-1.5175, -0.1055, -0.3095], [-0.9817, 1.9160, 0.5775], [1.8600, -1.0210, -0.3665], [-0.6824, 1.0366, 0.0441], [2.0709, 0.0247, -0.2407], [-0.0860, 1.3482, -0.8900], [0.1779, -0.0249, 0.7069], [2.5415, 0.1772, 0.6550], [-2.4738, -0.3841, -0.3873], [-0.5542, -0.9626, 0.1073]],
  "multiplicity": 1,
  "de_lowest_kcal_mol": 129.85,
  "homo_lumo_gap_ev": [8.81, 8.86]
}



Record 4
{
  "formula": "CFN4S",
  "method": "ωB97M-V/def2-TZVPD",
  "elements": ["N", "N", "S", "N", "C", "N", "F"],
  "positions_angstrom": [[-2.7018, -0.3067, 0.6157], [-1.8121, -0.6660, 0.0405], [0.9853, -0.7278, -0.0614], [-0.9018, -1.0111, -0.5731], [0.8587, 0.9295, -0.2831], [0.9184, 2.0885, -0.2047], [2.6532, -0.3065, 0.4662]],
  "multiplicity": 1,
  "total_charge": -1,
  "de_lowest_kcal_mol": 19.21,
  "homo_lumo_gap_ev": 8.43
}



no.,maximum force (eV/Å),energy (eV)
1,1.26,-158246.463
2,3.14,-313420.563
3,3.89,-6182.914
4,4.83,-20549.040